Record 1
Here is a single C3H9NO molecule at a distorted geometry from the Open Molecules 2025 dataset. Energies are from ωB97M-V/def2-TZVPD.

Atoms and positions in Å:
1 C -2.07339 0.46477 -0.15016
2 N -1.05002 -0.46996 -0.35992
3 C 0.01026 -0.53662 0.61020
4 C 1.15513 0.50682 0.37138
5 O 1.96875 -0.08843 -0.59649
6 H -2.48233 0.53920 0.86954
7 H -2.87374 0.23373 -0.84934
8 H -1.72514 1.48532 -0.35754
9 H -1.43959 -1.42082 -0.54507
10 H -0.33174 -0.45450 1.64624
11 H 0.50078 -1.52645 0.59245
12 H 1.67554 0.64082 1.37990
13 H 0.72202 1.47638 0.07702
14 H 3.00230 0.41367 -0.51037

Values from the calculation:
orbital gap	0.345	Eh
2S+1	1
energy	-249.63734	a.u.
energy relative to the best compared isomer or geometry (same formula, charge and spin)	2.078	eV
total charge	0

Record 2
Here is a single C3H9NO molecule at a distorted geometry from the Open Molecules 2025 dataset. Energies are from ωB97M-V/def2-TZVPD.

Atoms and positions in Å:
1 C 0.98093 0.39317 -1.85414
2 N -0.41701 0.48484 -1.39292
3 C -0.51136 0.66178 0.00782
4 O -0.55885 -0.70056 0.57871
5 C -0.42711 -0.84991 1.96511
6 H 1.11003 -0.21663 -2.73748
7 H 1.57074 1.30301 -1.81657
8 H 1.41034 -0.22634 -1.04548
9 H -0.96612 -0.35431 -1.53309
10 H 0.36226 1.13846 0.44532
11 H -1.47261 1.01952 0.37753
12 H -0.05492 0.09442 2.36718
13 H 0.30442 -1.64468 2.11258
14 H -1.33075 -1.10277 2.52544

Values from the calculation:
orbital gap	0.372	Eh
2S+1	1
energy	-249.63822	a.u.
energy relative to the best compared isomer or geometry (same formula, charge and spin)	2.054	eV
total charge	0

Record 3
Here is 2 unconnected molecules or ions with the total composition C3H9NO at a distorted geometry from the Open Molecules 2025 dataset. Energies are from ωB97M-V/def2-TZVPD.

Atoms and positions in Å:
1 C -0.65858 -0.31916 1.67153
2 N -0.98847 0.44864 0.70514
3 C -0.11885 1.64370 0.53328
4 C 0.53327 1.55792 -0.88911
5 H 0.28116 -0.18508 2.19046
6 H -1.34316 -1.05658 2.00781
7 H 0.77836 1.67402 1.35894
8 H -0.81826 2.51514 0.60982
9 H 0.51486 2.45842 -1.50249
10 H -0.12965 0.80966 -1.27817
11 H 1.55122 1.13449 -0.85930
12 O 0.77082 -2.88922 -1.58156
13 H 1.46324 -2.32380 -1.25841
14 H -0.08004 -2.34782 -1.44635

Values from the calculation:
orbital gap	0.406	Eh
2S+1	1
energy	-249.63863	a.u.
energy relative to the best compared isomer or geometry (same formula, charge and spin)	2.042	eV
total charge	0